Below is a molecular structure, C28H55AuO2Si4 at a distorted geometry, with properties calculated with the ωB97M-V functional and the def2-TZVPD basis.

The LUMO energy (alpha / beta) is 0.271 / -2.321 eV. Its energy is -2543.85323 Eh. As for the spin multiplicity: 3. The HOMO-LUMO gap (alpha / beta) is 6.97 / 4.86 eV.

Each line ends with the Mulliken charge.
Geometry (Å):
1 O -1.092 1.905 -4.467  0.14
2 C -0.078 1.253 -5.269  -0.75
3 C -0.562 1.886 -6.558  -0.72
4 H -0.181 0.162 -5.277  0.30
5 H 0.927 1.541 -4.928  0.28
6 C -1.667 2.493 -5.663  1.62
7 H -0.966 1.198 -7.302  0.30
8 H 0.112 2.630 -6.991  0.33
9 C -3.023 1.944 -6.045  -2.03
10 H -3.060 0.863 -5.890  0.43
11 H -3.179 2.150 -7.112  0.51
12 H -3.796 2.442 -5.463  0.33
13 C -1.684 4.004 -5.655  -1.83
14 H -0.675 4.414 -5.536  0.40
15 H -2.361 4.348 -4.868  0.33
16 H -2.090 4.336 -6.620  0.41
17 Au 0.217 0.695 0.043  1.22
18 C 2.441 2.501 1.707  -0.66
19 C 2.575 1.323 0.954  -0.26
20 C 2.161 1.612 -0.434  -0.84
21 H 2.980 0.378 1.316  0.16
22 C 1.933 3.063 -0.462  -0.63
23 C 2.053 3.566 0.837  -0.76
24 H 1.922 4.605 1.150  0.45
25 H 2.631 2.608 2.777  0.44
26 H 2.488 1.031 -1.297  0.78
27 H 1.738 3.643 -1.359  0.45
28 C -0.866 1.278 2.135  0.23
29 C -1.093 2.674 2.214  -1.37
30 C -2.158 3.012 1.337  -0.47
31 H -0.565 3.365 2.877  0.46
32 C -2.605 1.844 0.691  -0.79
33 C -1.764 0.735 1.088  -0.90
34 H -2.038 -0.325 1.026  0.80
35 H -0.335 0.682 2.878  0.23
36 H -2.600 3.999 1.237  0.49
37 H -3.502 1.770 0.075  0.56
38 O -3.214 2.758 -3.055  -0.45
39 C -2.141 3.420 -2.376  -1.09
40 C -1.043 2.420 -2.010  0.82
41 H -2.549 3.881 -1.458  0.49
42 H -1.756 4.230 -3.011  0.22
43 C -1.710 1.021 -2.238  0.06
44 H -0.766 2.571 -0.956  -0.28
45 H -0.170 2.553 -2.652  0.16
46 C -3.109 1.360 -2.747  -0.77
47 H -1.764 0.450 -1.304  -0.02
48 H -1.170 0.434 -2.978  0.11
49 H -3.866 1.140 -1.970  0.41
50 H -3.337 0.788 -3.660  0.14
51 C 3.169 -0.204 4.209  -1.20
52 Si 1.730 -1.425 4.103  0.29
53 C 2.399 -3.049 4.823  -1.04
54 C 0.339 -0.800 5.217  -1.24
55 Si 0.858 -1.705 1.936  0.33
56 Si 2.446 -3.025 0.884  0.68
57 C 2.503 -4.797 1.548  -1.10
58 C 2.003 -3.088 -0.938  -1.06
59 C 4.148 -2.234 1.127  -1.07
60 Si -1.001 -3.051 2.337  0.47
61 C -0.622 -4.510 3.486  -1.11
62 C -2.425 -2.103 3.140  -1.01
63 C -1.511 -3.722 0.653  -1.13
64 H 3.800 -0.478 5.071  0.43
65 H 2.784 0.812 4.380  0.27
66 H 3.816 -0.172 3.322  0.34
67 H 2.823 -2.785 5.803  0.43
68 H 1.621 -3.805 4.985  0.27
69 H 3.199 -3.500 4.223  0.22
70 H -0.186 0.073 4.813  0.39
71 H -0.410 -1.569 5.435  0.28
72 H 0.798 -0.502 6.170  0.43
73 H 1.554 -5.333 1.415  0.27
74 H 3.267 -5.319 0.954  0.40
75 H 2.792 -4.870 2.604  0.30
76 H 2.029 -2.090 -1.392  0.19
77 H 2.752 -3.716 -1.440  0.39
78 H 1.011 -3.517 -1.128  0.26
79 H 4.246 -1.284 0.584  0.30
80 H 4.405 -2.055 2.179  0.23
81 H 4.884 -2.940 0.713  0.46
82 H -0.507 -4.193 4.532  0.31
83 H -1.491 -5.185 3.439  0.41
84 H 0.267 -5.089 3.201  0.26
85 H -2.725 -1.197 2.598  0.30
86 H -3.286 -2.790 3.149  0.44
87 H -2.213 -1.816 4.178  0.27
88 H -1.816 -2.927 -0.042  0.25
89 H -0.719 -4.311 0.172  0.23
90 H -2.375 -4.380 0.824  0.42

=====

Below is a single C4H3IO molecule at a distorted geometry, with properties calculated with the ωB97M-V functional and the def2-TZVPD basis.

The LUMO energy is -1.458 eV. Its energy is -526.97350 Eh. The HOMO-LUMO gap is 6.93 eV.

Each line ends with the Mulliken charge.
Geometry (Å):
1 C -0.890 -0.207 0.072  -0.61
2 C 0.121 -1.104 -0.152  -0.04
3 C -0.601 1.207 0.077  0.21
4 C 1.359 -0.942 -0.661  -0.43
5 O 0.448 1.792 -0.131  -0.50
6 I 3.013 -0.178 0.218  0.28
7 H -1.859 -0.433 0.110  0.46
8 H -0.081 -2.086 0.045  0.40
9 H -1.511 1.952 0.421  0.23

=====

Below is a molecular structure, ClH2OPS2 at a distorted geometry, with properties calculated with the ωB97M-V functional and the def2-TZVPD basis.

The LUMO energy is -1.226 eV. Its energy is -1674.35737 Eh. The HOMO-LUMO gap is 8.74 eV.

Each line ends with the Mulliken charge.
Geometry (Å):
1 O -0.520 -0.612 -1.386  -0.66
2 P -0.047 0.761 0.222  0.72
3 S -1.543 1.955 0.649  -0.26
4 S 0.636 -0.782 1.642  -0.20
5 Cl 1.570 1.579 -0.679  -0.11
6 H -0.972 -1.409 -0.945  0.31
7 H 0.875 -1.492 0.498  0.21

=====

Below is 3 unconnected molecules or ions with the total composition C26H48O5 at a distorted geometry, with properties calculated with the ωB97M-V functional and the def2-TZVPD basis.

The LUMO energy is -1.340 eV. Its energy is -1395.58890 Eh. Its SMILES is COCCCCCCCCCCCC1=CC(=O)C=CC1=O.CCOCC.CCOCC. The HOMO-LUMO gap is 8.23 eV.

Each line ends with the Mulliken charge.
Geometry (Å):
1 C 3.241 -3.383 -2.140  -0.89
2 O 2.437 -2.286 -1.766  -0.17
3 C 2.804 -1.119 -2.467  -0.99
4 C 1.757 -0.029 -2.287  1.22
5 C 1.604 0.750 -3.595  -1.06
6 C 0.780 2.017 -3.434  -1.10
7 C -0.630 1.792 -2.875  -1.26
8 C -1.373 0.563 -3.397  0.97
9 C -2.247 0.816 -4.640  -1.08
10 C -3.455 -0.117 -4.639  -0.56
11 C -3.142 -1.459 -5.305  -0.67
12 C -4.175 -2.549 -4.999  -0.84
13 C -3.685 -3.527 -3.923  -1.27
14 C -3.185 -2.830 -2.696  0.61
15 C -3.979 -2.143 -1.854  -0.29
16 C -3.440 -1.382 -0.707  0.34
17 O -4.157 -0.595 -0.084  -0.62
18 C -2.013 -1.583 -0.360  -0.43
19 C -1.214 -2.276 -1.180  -0.38
20 C -1.714 -2.872 -2.441  0.58
21 O -0.934 -3.364 -3.252  -0.65
22 H 3.054 -4.179 -1.430  0.26
23 H 2.992 -3.714 -3.146  0.32
24 H 4.300 -3.124 -2.091  0.34
25 H 3.769 -0.746 -2.109  0.31
26 H 2.923 -1.338 -3.531  0.46
27 H 2.081 0.662 -1.512  0.20
28 H 0.816 -0.475 -1.982  -0.71
29 H 1.139 0.103 -4.338  0.36
30 H 2.598 1.002 -3.955  0.58
31 H 0.762 2.578 -4.364  0.34
32 H 1.314 2.654 -2.728  0.43
33 H -0.602 1.783 -1.790  0.34
34 H -1.230 2.660 -3.138  0.54
35 H -0.713 -0.280 -3.581  0.06
36 H -2.054 0.237 -2.612  -0.41
37 H -1.700 0.631 -5.562  0.29
38 H -2.590 1.846 -4.603  0.42
39 H -4.300 0.316 -5.173  0.37
40 H -3.792 -0.267 -3.619  0.40
41 H -3.152 -1.264 -6.375  0.47
42 H -2.134 -1.792 -5.063  0.30
43 H -5.114 -2.069 -4.733  0.40
44 H -4.375 -3.126 -5.898  0.40
45 H -4.506 -4.183 -3.641  0.43
46 H -2.903 -4.131 -4.364  0.34
47 H -5.043 -2.093 -2.031  0.45
48 H -1.675 -1.117 0.550  0.49
49 H -0.170 -2.404 -0.944  0.33
50 C 2.080 0.194 2.606  -0.63
51 C 3.226 1.021 2.050  -0.48
52 O 2.802 2.182 1.361  -0.42
53 C 2.082 3.128 2.128  -0.29
54 C 2.870 3.704 3.293  -1.02
55 H 1.346 -0.018 1.827  0.13
56 H 2.455 -0.751 3.002  0.43
57 H 1.568 0.714 3.419  0.05
58 H 3.775 0.430 1.315  0.37
59 H 3.936 1.282 2.843  0.37
60 H 1.137 2.698 2.481  0.30
61 H 1.825 3.926 1.432  0.35
62 H 3.057 2.957 4.066  0.17
63 H 2.315 4.523 3.752  0.40
64 H 3.834 4.083 2.950  0.30
65 C 0.110 -0.662 7.616  -1.14
66 C 1.247 0.167 7.042  -0.29
67 O 0.817 1.320 6.343  -0.36
68 C 0.102 2.275 7.104  -0.33
69 C 0.903 2.869 8.251  -1.08
70 H -0.628 -0.884 6.845  0.31
71 H 0.495 -1.602 8.014  0.40
72 H -0.400 -0.144 8.430  0.26
73 H 1.793 -0.426 6.307  0.32
74 H 1.963 0.437 7.826  0.32
75 H -0.838 1.848 7.471  0.29
76 H -0.163 3.063 6.400  0.34
77 H 1.103 2.133 9.032  0.26
78 H 0.352 3.693 8.706  0.40
79 H 1.862 3.244 7.892  0.29